Entry from OMol25: C20H22HgN6OS2Se as an isolated structure (ωB97M-V with the def2-TZVPD basis set).

Properties
- energy (hartree) = -4530.07949
- multiplicity = 2
- energy relative to the best compared isomer or geometry (same formula, charge and spin) (kcal/mol) = 0.0
- orbital gap (spin up / spin down) (eV) = 5.99 / 7.42
- net charge = +1
- HOMO (spin up / spin down) (Ha) = -0.3571 / -0.4145
- molecular weight (Da) = 706.12

CARTESIAN COORDINATES (ANGSTROEM)
Hg (0.1907, 0.2995, 1.3327)
N (2.3038, 0.2648, -0.6199)
N (2.7878, 1.5648, -0.6647)
C (1.9830, 2.6279, -0.4952)
N (2.5529, 3.8251, -0.6759)
S (0.3385, 2.5425, -0.1080)
H (2.8493, -0.3250, 0.0008)
H (2.2480, -0.1382, -1.5476)
H (3.7540, 1.7200, -0.9148)
H (3.4997, 3.9364, -0.9986)
H (2.0013, 4.6479, -0.5083)
O (-2.2267, 0.2625, 0.3938)
S (-3.5094, -0.2740, -0.1753)
C (-4.3646, 1.1304, -0.9644)
C (-4.5641, 2.3123, -0.0697)
C (-3.4984, 3.1603, 0.2172)
C (-3.6695, 4.2315, 1.0807)
C (-4.9080, 4.4687, 1.6604)
C (-5.9781, 3.6340, 1.3703)
C (-5.8052, 2.5596, 0.5107)
C (-4.5828, -0.4991, 1.2702)
C (-3.9687, -1.5519, 2.1455)
C (-4.3330, -2.8893, 2.0118)
C (-3.7302, -3.8631, 2.7951)
C (-2.7449, -3.5096, 3.7075)
C (-2.3747, -2.1784, 3.8432)
C (-2.9868, -1.2032, 3.0687)
H (-5.3054, 0.7207, -1.3387)
H (-3.7281, 1.3604, -1.8200)
H (-2.5357, 2.9807, -0.2427)
H (-2.8349, 4.8857, 1.2967)
H (-5.0424, 5.3083, 2.3294)
H (-6.9487, 3.8216, 1.8100)
H (-6.6451, 1.9130, 0.2815)
H (-5.5724, -0.7832, 0.9080)
H (-4.6365, 0.4692, 1.7685)
H (-5.1051, -3.1673, 1.3031)
H (-4.0367, -4.8971, 2.6996)
H (-2.2786, -4.2680, 4.3230)
H (-1.6158, -1.8962, 4.5615)
H (-2.7040, -0.1633, 3.1770)
Se (3.9128, -3.5424, 1.2294)
N (2.7600, -4.8763, 1.2161)
C (1.5658, -4.3417, 1.0617)
C (0.3399, -5.0714, 0.9874)
C (-0.7977, -4.3591, 0.8323)
C (-0.7494, -2.9276, 0.7604)
N (0.3395, -2.2183, 0.8040)
C (1.5211, -2.9020, 0.9537)
N (2.6837, -2.2837, 1.0116)
H (0.3549, -6.1504, 1.0580)
H (-1.7638, -4.8387, 0.7725)
H (-1.6782, -2.3744, 0.6716)

Atoms 1-3, force components in eV/Å:
Hg 0.0 0.0 0.0
N 0.0 0.0 0.0
N 0.0 0.0 0.0

---

Entry from OMol25: an isolated molecule of C20H22N2O2S (ωB97M-V with the def2-TZVPD basis set).

Properties
- energy (hartree) = -1433.52403
- SMILES = CC1CCN(C(=O)/C(=C\c2cccs2)NC(=O)c2ccccc2)CC1
- energy relative to the best compared isomer or geometry (same formula, charge and spin) (kcal/mol) = 26.0
- orbital gap (eV) = 8.09
- net charge = 0
- HOMO (Ha) = -0.2870
- molecular weight (Da) = 354.47

CARTESIAN COORDINATES (ANGSTROEM)
C (-0.1802, -4.3176, -1.2495)
H (-0.9411, -4.7988, -0.6401)
H (0.6840, -4.9773, -1.3063)
H (-0.5778, -4.1862, -2.2534)
C (0.2092, -2.9736, -0.6447)
C (1.3141, -2.2914, -1.4525)
H (2.2454, -2.8511, -1.3455)
C (1.4867, -0.8534, -0.9569)
N (1.3346, -0.7955, 0.4804)
C (0.7957, 0.2457, 1.1331)
O (0.6060, 0.2791, 2.3357)
C (0.5211, 1.4857, 0.3148)
C (1.4726, 2.3577, -0.0639)
C (2.8853, 2.2208, 0.1397)
C (3.6030, 1.4309, 0.9995)
C (4.9957, 1.6018, 0.8776)
C (5.3382, 2.5167, -0.0664)
S (3.9586, 3.2004, -0.8269)
H (6.3162, 2.8383, -0.3641)
H (5.7142, 1.0677, 1.4737)
H (3.1487, 0.7784, 1.7203)
H (1.1697, 3.2525, -0.5963)
N (-0.8221, 1.7756, 0.1085)
C (-1.8265, 0.8496, 0.1871)
O (-1.6107, -0.3364, 0.3301)
C (-3.2002, 1.4123, 0.0774)
C (-3.5113, 2.5214, -0.7043)
C (-4.8148, 2.9809, -0.7659)
C (-5.8143, 2.3453, -0.0477)
C (-5.5131, 1.2329, 0.7211)
C (-4.2147, 0.7633, 0.7764)
H (-3.9600, -0.1056, 1.3639)
H (-6.2920, 0.7303, 1.2745)
H (-6.8285, 2.7131, -0.0950)
H (-5.0518, 3.8379, -1.3790)
H (-2.7514, 3.0135, -1.2959)
H (-1.0620, 2.7409, -0.0716)
C (1.6480, -2.0112, 1.1963)
C (0.6797, -3.1364, 0.8087)
H (-0.1879, -3.1159, 1.4670)
H (1.1836, -4.0964, 0.9374)
H (2.6810, -2.2881, 0.9587)
H (1.5788, -1.7900, 2.2623)
H (2.4730, -0.4617, -1.2437)
H (0.7232, -0.2179, -1.4126)
H (1.0585, -2.2729, -2.5128)
H (-0.6642, -2.3152, -0.6491)

Atoms 1-3, force components in eV/Å:
C 0.0 0.3 0.1
H -0.1 -0.1 0.0
H 0.1 -0.1 0.0

---

Entry from OMol25: an isolated molecule of C20H22N2O3 at a distorted geometry (ωB97M-V with the def2-TZVPD basis set).

Properties
- energy (hartree) = -1109.83036
- SMILES = O=C(NCCc1ccccc1)c1ccccc1NC(=O)[C@@H]1CCCO1
- energy relative to the best compared isomer or geometry (same formula, charge and spin) (kcal/mol) = 500.3
- orbital gap (eV) = 8.43
- net charge = 0
- HOMO (Ha) = -0.3035
- molecular weight (Da) = 338.41

CARTESIAN COORDINATES (ANGSTROEM)
O (-0.8488, -0.4163, 2.0009)
C (-1.7207, -0.0782, 1.2617)
N (-2.7608, -0.8171, 1.0197)
H (-3.5775, -0.6438, 0.3716)
C (-2.7369, -2.5118, 1.0379)
H (-3.7223, -2.8470, 1.6853)
H (-2.0074, -2.6183, 2.0312)
C (-2.4982, -2.9649, -0.2991)
C (-1.3294, -2.3079, -0.8977)
C (0.0399, -2.8620, -0.5630)
C (1.0513, -1.9725, -1.0511)
C (0.8551, -0.9235, -1.9241)
C (-0.2862, -0.7098, -2.1872)
C (-1.3970, -1.0986, -1.5381)
H (-2.4155, -0.8187, -1.9243)
H (-0.5051, 0.3406, -2.5317)
H (1.8582, -0.6656, -2.1625)
H (2.0572, -2.6273, -0.7995)
H (0.2300, -3.5974, -0.0155)
H (-2.3322, -4.0046, 0.0900)
H (-3.3979, -2.8683, -0.9117)
C (-2.1298, 1.3732, 0.8050)
C (-3.2709, 1.9632, 0.4974)
C (-3.4663, 3.1064, -0.0407)
C (-2.2772, 3.8755, -0.9336)
C (-0.9366, 3.1964, -0.4847)
C (-0.8526, 1.7878, 0.2168)
N (0.4290, 1.6275, 0.4896)
C (1.5178, 1.8466, 0.1828)
O (1.8301, 2.6786, -0.7158)
C (2.7709, 1.3360, 0.7718)
C (3.9937, 1.0291, -0.1712)
H (3.8599, 1.4255, -1.0429)
C (4.3058, -0.5719, 0.0241)
H (5.3588, -0.7210, 0.1331)
C (3.5999, -0.6497, 1.3418)
H (3.2659, -1.8877, 1.1446)
H (4.1580, -0.6287, 2.4700)
O (2.3792, -0.0089, 1.3238)
H (3.8148, -0.8418, -0.7258)
H (4.9254, 1.5724, 0.5145)
H (2.8376, 1.9666, 1.9135)
H (0.2906, 0.6201, 1.1883)
H (-0.1915, 3.5458, -0.8034)
H (-2.4776, 4.7017, -1.2940)
H (-4.2267, 3.4218, -0.3685)
H (-4.0641, 1.2485, 0.8710)

Atoms 1-3, force components in eV/Å:
O 3.6 -0.1 0.6
C -5.7 3.1 0.4
N -4.5 -6.6 -1.7

---

Entry from OMol25: an isolated molecule of C20H22N2O3 at a distorted geometry (ωB97M-V with the def2-TZVPD basis set).

Properties
- energy (hartree) = -1110.49222
- SMILES = COc1ccc(C(=O)N(CN2CCCC2=O)c2ccc(C)cc2)cc1
- energy relative to the best compared isomer or geometry (same formula, charge and spin) (kcal/mol) = 85.0
- orbital gap (eV) = 9.13
- net charge = 0
- HOMO (Ha) = -0.3093
- molecular weight (Da) = 338.41

CARTESIAN COORDINATES (ANGSTROEM)
O (-2.0363, -0.3820, 1.6006)
O (-0.0153, 0.1242, -2.9860)
O (-3.0969, 5.5869, 0.6836)
C (-1.3210, 0.2846, 0.8755)
C (0.9817, -0.4317, -2.5232)
C (-1.9622, 3.7126, -0.5732)
C (-2.6424, 3.6680, 1.7708)
C (-1.5863, 2.4314, -0.4553)
C (-2.2135, 2.3603, 1.8451)
C (0.6411, -1.7809, 2.1970)
C (0.0432, -2.7207, 0.0362)
C (0.9544, -3.0653, 2.6402)
C (0.4345, -3.9875, 0.4722)
C (-2.4689, 4.3560, 0.5954)
C (-1.6843, 1.6953, 0.7822)
C (0.2471, -1.6289, 0.9147)
C (0.8205, -4.1606, 1.8078)
N (-0.0753, -0.3076, 0.5317)
N (1.5666, -0.3888, -1.3079)
C (-3.3447, 6.3263, -0.5553)
C (1.1794, -5.5288, 2.3736)
C (1.0014, 0.3319, -0.2155)
C (1.8401, -1.1912, -3.4838)
C (2.9214, -0.9498, -1.2705)
C (3.2061, -1.4202, -2.7521)
H (-1.8646, 4.2982, -1.4693)
H (-3.1415, 4.3290, 2.4646)
H (-1.2615, 2.1063, -1.3970)
H (-2.3045, 1.9546, 2.7847)
H (0.5573, -0.9468, 2.8440)
H (-0.3028, -2.5020, -0.9297)
H (1.0058, -3.2556, 3.7435)
H (0.1717, -4.8414, -0.1141)
H (-3.9561, 7.2345, -0.5251)
H (-3.9383, 5.6751, -1.1609)
H (-2.4550, 6.5643, -1.0700)
H (0.2679, -5.9467, 2.9109)
H (1.4564, -6.2162, 1.5723)
H (2.0445, -5.3907, 2.9274)
H (1.8303, 0.5515, 0.4585)
H (0.6978, 1.3415, -0.5904)
H (1.3660, -2.1047, -3.6422)
H (2.0685, -0.6257, -4.3487)
H (3.6529, -0.1755, -0.9468)
H (3.1353, -1.7318, -0.5825)
H (3.5575, -2.4363, -2.7171)
H (4.0219, -0.8153, -3.2159)

Atoms 1-3, force components in eV/Å:
O -0.5 -0.6 -0.2
O 0.2 -0.1 1.9
O 0.3 1.4 -1.3